No. 1
{"formula": "C35H34ClNOPtSi2", "method": "the ωB97M-V functional and the def2-TZVPD basis", "elements": ["C", "C", "C", "H", "C", "C", "H", "H", "H", "H", "Pt", "Si", "C", "C", "H", "C", "H", "C", "H", "C", "H", "C", "H", "C", "C", "H", "C", "H", "C", "H", "C", "H", "C", "H", "H", "Si", "C", "C", "H", "C", "H", "C", "H", "C", "H", "C", "H", "C", "C", "H", "C", "H", "C", "H", "C", "H", "C", "H", "H", "Cl", "O", "C", "C", "C", "C", "C", "C", "N", "H", "H", "H", "H", "H", "H", "H"], "coordinates": [[-1.65077, -0.93870, 0.89768], [-2.63202, -0.51155, -0.05934], [-2.68070, -1.51578, -1.14269], [-3.32406, 0.32744, 0.01912], [-1.56900, -2.42782, -0.87725], [-0.97497, -2.06121, 0.37308], [-0.24724, -2.67131, 0.90257], [-1.51438, -0.49601, 1.88818], [-3.44648, -1.60444, -1.90689], [-1.32587, -3.29648, -1.48270], [-1.01696, -0.28084, -1.63582], [-0.74359, -0.55195, -6.14158], [-0.26000, 1.13528, -6.85202], [1.05729, 1.30984, -7.26400], [1.84381, 0.64648, -6.90447], [1.40982, 2.34476, -8.13672], [2.44701, 2.44236, -8.45498], [0.43584, 3.24240, -8.56410], [0.67841, 3.99562, -9.31609], [-0.83770, 3.18549, -7.99580], [-1.56108, 3.96172, -8.23424], [-1.16659, 2.16209, -7.10250], [-2.13174, 2.17553, -6.59286], [-0.01198, -1.69056, -7.48868], [-0.65972, -1.98495, -8.70145], [-1.65687, -1.58336, -8.89268], [-0.04231, -2.79653, -9.66887], [-0.54136, -3.02453, -10.61458], [1.22884, -3.33807, -9.43608], [1.71133, -3.98372, -10.17347], [1.90601, -3.00439, -8.25921], [2.91287, -3.38214, -8.06295], [1.28472, -2.17418, -7.31479], [1.83296, -1.91537, -6.40549], [-2.21923, -0.51970, -6.15744], [2.88961, 1.18873, -4.38926], [1.72469, -0.34674, -4.36493], [0.23376, -0.40381, -4.51093], [-0.30967, 0.40719, -3.98301], [-0.45853, -1.70458, -4.40410], [-1.54349, -1.72421, -4.13107], [0.27331, -2.86745, -4.09420], [-0.24124, -3.83286, -3.99925], [1.57941, -2.71098, -3.68743], [2.11898, -3.55002, -3.25343], [2.29460, -1.50444, -3.87190], [3.35044, -1.48166, -3.58504], [1.70136, 2.65147, -4.25113], [0.55087, 2.60347, -3.45334], [0.43895, 1.87078, -2.64432], [-0.52518, 3.45193, -3.69487], [-1.46887, 3.34228, -3.15670], [-0.43827, 4.42546, -4.69852], [-1.31010, 5.01423, -4.99142], [0.80319, 4.63681, -5.30144], [0.91488, 5.40044, -6.06950], [1.87733, 3.79054, -5.03892], [2.83692, 3.97124, -5.50916], [4.00894, 1.23706, -5.29500], [3.82676, 1.11726, -2.55264], [1.49894, -1.63166, -1.02077], [2.10936, -0.99448, 0.09257], [1.36926, 0.27011, 0.40694], [1.85231, 1.02164, 1.47878], [1.25834, 2.22981, 1.80403], [0.29339, 2.72547, 0.93329], [-0.13701, 1.95576, -0.12823], [0.28962, 0.67545, -0.32389], [1.92702, -2.50751, -1.19044], [2.07188, -1.68552, 0.94432], [3.15893, -0.77783, -0.15934], [2.68774, 0.58313, 2.02284], [1.55917, 2.76737, 2.69764], [-0.16558, 3.69764, 1.08220], [-0.85862, 2.30065, -0.86168]], "mulliken_spin": [0.380, 0.215, 0.251, 0.003, 0.250, 0.256, 0.003, 0.005, 0.013, 0.033, 1.123, 0.136, 0.070, -0.007, 0.002, 0.003, 0.000, 0.005, 0.000, 0.001, 0.001, 0.005, -0.001, 0.016, 0.005, 0.000, -0.001, 0.000, 0.003, 0.000, -0.006, 0.000, -0.026, 0.014, 0.000, 0.008, 0.260, 0.024, 0.113, 0.393, 0.000, -0.080, 0.001, 0.265, -0.009, -0.065, 0.009, 0.036, -0.086, 0.095, -0.018, -0.005, 0.002, 0.000, 0.005, 0.000, -0.001, -0.001, 0.003, 0.004, 0.047, 0.005, 0.013, 0.006, 0.002, 0.007, 0.038, 0.176, -0.006, -0.001, -0.002, 0.002, 0.001, 0.001, 0.004], "e_homo_ev": [-11.5, -12.7], "homo_lumo_gap_ev": [4.62, 2.99], "s_squared": 6.04, "molar_mass_g_mol": 771.4, "e_tot_ev": -71887.1011, "de_lowest_kcal_mol": 0.00, "multiplicity": 5, "lumo_ev": [-6.86, -9.75], "charge": 2}

No. 2
{"formula": "C35H34CrN5O2STe4", "method": "the ωB97M-V functional and the def2-TZVPD basis", "elements": ["Cr", "C", "C", "C", "C", "C", "N", "C", "C", "C", "C", "C", "C", "C", "N", "C", "C", "C", "N", "C", "C", "N", "C", "C", "C", "N", "H", "H", "H", "H", "H", "H", "H", "H", "H", "H", "H", "H", "H", "H", "H", "H", "H", "H", "Te", "Te", "Te", "Te", "O", "S", "C", "C", "C", "C", "C", "C", "C", "C", "C", "C", "C", "C", "H", "H", "H", "H", "H", "H", "H", "H", "H", "H", "C", "C", "C", "O", "H", "H", "H", "H", "H", "H"], "coordinates": [[-0.80341, 1.57523, -1.75384], [-5.49661, -3.34487, 0.61756], [-4.58841, -2.18107, 0.37846], [-4.41261, -1.18727, 1.33836], [-3.50731, -0.18617, 1.11976], [-2.69841, -0.10937, -0.03614], [-1.67011, 0.80593, -0.05144], [-1.06741, 1.02513, 1.16596], [-0.93311, 0.00993, 2.13616], [-0.37551, 0.23803, 3.37236], [0.11019, 1.49393, 3.73116], [0.77389, 1.74403, 5.05076], [0.02639, 2.49543, 2.78416], [-0.54891, 2.28243, 1.53686], [-0.50961, 3.35203, 0.62986], [-0.57901, 4.66283, 0.94976], [-0.10111, 5.37573, -0.12284], [0.24719, 4.41223, -1.06774], [-0.02801, 3.18203, -0.62064], [-3.04821, -0.98117, -1.09594], [-3.93691, -2.02727, -0.82534], [-2.61771, -0.84687, -2.42854], [-3.03721, -1.61617, -3.46794], [-2.57751, -1.05077, -4.62984], [-1.87741, 0.07703, -4.22574], [-1.89541, 0.19363, -2.89414], [-5.53971, -3.57847, 1.67846], [-5.15101, -4.22017, 0.07206], [-6.50871, -3.11697, 0.28266], [-4.97111, -1.21817, 2.26076], [-3.36191, 0.57103, 1.87816], [-1.30501, -0.97837, 1.89916], [-0.31561, -0.57827, 4.07846], [0.62349, 0.90563, 5.72706], [0.38439, 2.65023, 5.51196], [1.84639, 1.88363, 4.90546], [0.41749, 3.47643, 3.01216], [-0.98601, 4.99393, 1.88356], [-0.03001, 6.43913, -0.22254], [0.69619, 4.57743, -2.03334], [-4.12361, -2.77257, -1.57894], [-3.63431, -2.49487, -3.35974], [-2.73121, -1.39717, -5.63004], [-1.40151, 0.80503, -4.85874], [0.86439, 2.19303, -3.66504], [-0.77991, 3.66843, -5.28874], [-2.34821, 4.86593, -3.42034], [-3.02171, 2.83903, -1.78314], [2.27339, 1.19003, -1.18524], [1.77609, 0.54133, 0.04126], [3.13289, 0.75493, 1.23466], [4.32919, 1.29413, 0.80606], [5.40429, 1.34663, 1.67936], [5.27419, 0.85573, 2.96836], [4.06499, 0.32533, 3.39166], [2.98889, 0.27803, 2.52406], [2.22229, -1.21397, -0.00144], [1.53039, -2.06917, 0.83606], [1.87539, -3.40947, 0.88036], [2.90009, -3.88097, 0.07326], [3.57279, -3.01867, -0.77954], [3.23659, -1.67617, -0.81614], [4.40709, 1.65113, -0.21024], [6.34479, 1.76223, 1.34786], [6.11499, 0.88223, 3.64636], [3.95939, -0.06897, 4.39236], [2.04689, -0.14037, 2.84116], [0.72499, -1.68837, 1.44246], [1.34419, -4.08007, 1.54056], [3.17559, -4.92597, 0.10946], [4.36549, -3.38917, -1.41674], [3.74849, -0.98027, -1.46574], [1.35449, -1.36967, -3.53644], [0.47579, -1.42457, -2.32424], [-0.14191, -2.75607, -1.99534], [0.19869, -0.41177, -1.65404], [1.72699, -2.35647, -3.79664], [2.18319, -0.68467, -3.36144], [0.79359, -0.96927, -4.38624], [-0.72891, -3.10707, -2.84794], [-0.78581, -2.67787, -1.11824], [0.63969, -3.49107, -1.79984]], "mulliken_spin": [1.158, 0.000, 0.001, 0.000, 0.000, 0.029, -0.035, -0.020, -0.007, -0.001, 0.002, 0.000, 0.002, -0.010, -0.005, 0.011, -0.006, 0.017, 0.001, -0.002, 0.001, 0.011, 0.004, 0.000, 0.005, -0.010, 0.000, 0.000, 0.000, 0.000, 0.000, 0.000, 0.000, 0.000, 0.000, 0.000, -0.001, 0.001, 0.000, -0.002, 0.000, 0.001, 0.000, -0.004, -0.051, 0.008, 0.000, -0.114, -0.001, 0.012, -0.001, 0.000, 0.000, 0.000, 0.000, 0.000, 0.002, 0.000, 0.000, 0.000, 0.000, -0.001, 0.000, 0.000, 0.000, 0.000, 0.001, -0.001, 0.000, 0.000, 0.000, 0.000, 0.000, 0.023, 0.003, -0.019, 0.000, 0.001, -0.001, 0.000, 0.000, 0.000], "e_homo_ev": [-6.2, -6.2], "homo_lumo_gap_ev": [5.53, 6.12], "s_squared": 0.80, "molar_mass_g_mol": 1151.2, "e_tot_ev": -116820.6176, "multiplicity": 2, "lumo_ev": [-0.66, -0.09]}

No. 3
{"formula": "C35H34F12KN3O2", "method": "the ωB97M-V functional and the def2-TZVPD basis", "elements": ["K", "C", "C", "C", "C", "C", "C", "C", "C", "C", "C", "C", "C", "H", "H", "H", "H", "H", "H", "H", "H", "H", "H", "H", "H", "H", "H", "H", "H", "H", "H", "C", "C", "C", "C", "C", "N", "C", "C", "C", "C", "C", "C", "C", "C", "O", "C", "F", "F", "F", "C", "F", "F", "F", "C", "C", "C", "O", "C", "F", "F", "F", "C", "F", "F", "F", "H", "H", "H", "H", "H", "H", "H", "H", "H", "H", "H", "H", "N", "C", "C", "C", "N", "H", "H", "H", "H"], "coordinates": [[-0.40598, -0.80506, -0.92058], [-0.00598, -5.60754, 1.97855], [0.00102, -4.14738, 2.37518], [1.06393, -3.33417, 1.98222], [2.17642, -3.84553, 1.09902], [1.08846, -1.98608, 2.36001], [2.29415, -1.16520, 1.98894], [0.00090, -1.43841, 3.04156], [-0.09272, 0.05507, 3.26442], [-1.04469, -2.26366, 3.48041], [-2.14047, -1.64813, 4.32086], [-1.05327, -3.61665, 3.13278], [-2.21971, -4.51064, 3.49394], [-0.25468, -5.73541, 0.92054], [-0.72471, -6.18434, 2.55566], [0.97550, -6.05789, 2.13255], [3.09801, -4.01313, 1.66703], [2.39377, -3.11318, 0.31592], [1.91342, -4.78162, 0.61078], [3.21066, -1.72159, 2.19530], [2.34677, -0.22628, 2.53456], [2.29370, -0.96620, 0.91446], [0.25747, 0.34908, 4.26038], [-1.12385, 0.39180, 3.16083], [0.49361, 0.60537, 2.53167], [-2.90710, -1.20234, 3.68081], [-1.73691, -0.86255, 4.95895], [-2.61040, -2.37789, 4.97801], [-1.93975, -5.28424, 4.21639], [-2.60360, -5.01699, 2.60582], [-3.04736, -3.94929, 3.91471], [-1.65961, 5.53595, -4.87076], [-1.06622, 4.47015, -3.98371], [0.30104, 4.21545, -3.94119], [0.79898, 3.22575, -3.13030], [-0.00992, 2.40670, -2.28781], [0.58170, 1.41209, -1.57602], [1.82950, 1.63906, -1.05569], [2.05155, 2.85462, -0.35174], [3.24134, 3.17366, 0.25319], [4.31644, 2.28925, 0.19131], [5.63814, 2.61531, 0.83857], [4.11932, 1.09460, -0.48265], [2.91965, 0.71978, -1.09988], [2.77723, -0.68606, -1.77390], [1.94246, -1.53080, -1.16738], [4.16382, -1.43511, -1.80611], [4.63781, -1.63980, -0.55370], [5.15868, -0.80970, -2.49602], [4.06783, -2.66947, -2.33357], [2.38113, -0.46558, -3.31131], [2.71013, 0.75258, -3.78502], [2.98102, -1.34058, -4.16713], [1.06797, -0.63833, -3.52184], [-1.41640, 2.68433, -2.31618], [-1.87344, 3.69627, -3.16480], [-2.42545, 2.01092, -1.34257], [-2.34416, 0.68190, -1.14738], [-2.27395, 2.73480, 0.03817], [-3.23131, 2.35067, 0.91713], [-2.35020, 4.08529, -0.02799], [-1.09975, 2.44752, 0.61263], [-3.91362, 2.27261, -1.81667], [-4.38327, 3.54581, -1.72380], [-4.08753, 1.89010, -3.09742], [-4.78903, 1.53764, -1.09814], [-0.87197, 6.10237, -5.37292], [-2.26599, 6.24632, -4.30052], [-2.30466, 5.11068, -5.64639], [0.98274, 4.79058, -4.56370], [1.86181, 3.02476, -3.12669], [1.21554, 3.54182, -0.29932], [3.34091, 4.11646, 0.78633], [6.05358, 3.55511, 0.46091], [6.36885, 1.82790, 0.64459], [5.54404, 2.71783, 1.92470], [4.97272, 0.43612, -0.52466], [-2.92530, 3.93765, -3.19471], [-3.97709, -0.90839, 0.11187], [-4.99020, -1.56485, -0.46873], [-5.46106, -2.49180, 0.44102], [-4.64756, -2.29380, 1.56959], [-3.74615, -1.34155, 1.35494], [-3.36815, -0.14829, -0.32688], [-5.29915, -1.32921, -1.47395], [-6.26886, -3.19293, 0.31273], [-4.67253, -2.80413, 2.51983]], "lowdin_charge": [0.856, -0.059, -0.186, -0.176, -0.037, -0.174, -0.027, -0.175, -0.038, -0.182, -0.059, -0.183, -0.065, 0.087, 0.052, 0.073, 0.086, 0.057, 0.064, 0.083, 0.074, 0.064, 0.085, 0.077, 0.069, 0.061, 0.068, 0.061, 0.077, 0.079, 0.042, -0.085, -0.306, -0.075, -0.031, -0.243, -0.026, -0.264, -0.033, -0.073, -0.303, -0.082, -0.013, -0.052, -0.406, -0.282, -0.531, 0.107, 0.110, 0.123, -0.504, 0.130, 0.102, 0.116, -0.038, -0.019, -0.373, -0.288, -0.527, 0.125, 0.126, 0.149, -0.522, 0.105, 0.131, 0.118, 0.058, 0.065, 0.065, 0.095, 0.102, 0.109, 0.099, 0.063, 0.064, 0.064, 0.094, 0.100, -0.019, -0.135, -0.111, -0.205, 0.042, 0.074, 0.109, 0.068, 0.077], "e_homo_ev": -0.9, "homo_lumo_gap_ev": 4.96, "molar_mass_g_mol": 795.8, "e_tot_ev": -94351.9465, "de_lowest_kcal_mol": 1.73, "lumo_ev": 4.10, "charge": -2}

No. 4
{"formula": "C35H34GeMoN2O5", "method": "the ωB97M-V functional and the def2-TZVPD basis", "elements": ["Mo", "O", "C", "O", "C", "C", "C", "C", "C", "O", "C", "C", "O", "O", "H", "H", "H", "H", "H", "H", "H", "H", "C", "C", "C", "C", "C", "H", "H", "H", "H", "H", "C", "N", "C", "C", "N", "C", "H", "H", "H", "H", "H", "H", "C", "C", "C", "C", "C", "C", "Ge", "C", "C", "C", "C", "C", "C", "C", "C", "C", "C", "C", "C", "H", "H", "H", "H", "H", "H", "H", "H", "H", "H", "H", "H", "H", "H", "H"], "coordinates": [[-0.65070, -0.61312, -0.16482], [0.32586, 2.36089, -2.08496], [-0.13381, 2.15622, -0.98600], [-1.08229, 1.26450, -0.74464], [0.37145, 2.91354, 0.23490], [-0.58279, 2.89316, 1.43914], [-0.13145, 3.93743, 2.46702], [1.11168, 3.24352, 3.07939], [1.13929, 1.93383, 2.28342], [-0.25061, 1.64922, 2.08140], [1.63810, 2.22648, 0.85490], [2.07487, 0.98831, 0.10125], [3.09061, 0.95499, -0.54640], [1.27049, -0.07312, 0.20356], [0.62040, 3.92114, -0.09156], [-1.63742, 2.90350, 1.18154], [0.09287, 4.89941, 2.00894], [-0.90667, 4.09147, 3.21515], [2.02984, 3.81743, 2.96456], [0.96904, 3.04009, 4.13900], [1.62277, 1.09042, 2.77033], [2.48818, 2.90384, 0.84532], [-2.95097, -0.99135, -0.18877], [-2.68820, -0.17837, 0.94740], [-1.88925, -0.90326, 1.84928], [-1.63001, -2.17246, 1.27008], [-2.30248, -2.22959, 0.01160], [-3.51185, -0.69044, -1.05952], [-2.97592, 0.85342, 1.05809], [-1.50289, -0.52484, 2.78126], [-1.05587, -2.96632, 1.71965], [-2.29338, -3.06934, -0.66599], [2.04576, 0.11018, -4.96884], [1.00867, -0.38370, -4.07736], [-0.22382, -0.87518, -4.44193], [-0.86212, -1.19673, -3.28917], [-0.03450, -0.89346, -2.22669], [1.08383, -0.40222, -2.74858], [1.63765, 0.89140, -5.60583], [2.43358, -0.70356, -5.57868], [2.84996, 0.52598, -4.36800], [-0.52540, -0.95671, -5.47103], [-1.84750, -1.60592, -3.14961], [1.94519, -0.05750, -2.19619], [3.01622, -2.83061, 4.44247], [1.98463, -1.95299, 4.13580], [1.51611, -1.85684, 2.83450], [2.07334, -2.63715, 1.82593], [3.11397, -3.51238, 2.14083], [3.58248, -3.60928, 3.44372], [1.50742, -2.64917, -0.03033], [0.34732, -4.15389, -0.48818], [-0.14664, -4.39666, -1.77054], [-0.92575, -5.51433, -2.02307], [-1.22892, -6.40029, -0.99605], [-0.74897, -6.16628, 0.28414], [0.03181, -5.04687, 0.53700], [2.98087, -2.44555, -1.25796], [4.12882, -1.77522, -0.84175], [5.21484, -1.64726, -1.69294], [5.15974, -2.18193, -2.97235], [4.02279, -2.86045, -3.39599], [2.94004, -2.99344, -2.54222], [3.38078, -2.90339, 5.45842], [1.54591, -1.34030, 4.91314], [0.72354, -1.15605, 2.60440], [3.57572, -4.11913, 1.36773], [4.39156, -4.28908, 3.67513], [0.05814, -3.70324, -2.57607], [-1.29745, -5.69700, -3.02305], [-1.83732, -7.27212, -1.19636], [-0.97940, -6.85445, 1.08650], [0.40390, -4.87795, 1.54253], [4.17581, -1.33855, 0.14772], [6.10001, -1.12309, -1.35898], [6.00716, -2.07836, -3.63748], [3.98664, -3.29980, -4.38462], [2.07325, -3.54856, -2.87833]], "mulliken_spin": [2.936, 0.003, -0.005, 0.063, 0.015, -0.008, 0.002, -0.001, -0.006, 0.019, -0.004, -0.046, 0.010, -0.135, -0.001, 0.002, 0.000, 0.000, 0.000, 0.000, 0.002, 0.005, -0.024, -0.095, 0.062, -0.014, -0.001, 0.008, 0.001, 0.020, 0.001, 0.001, -0.001, 0.004, 0.005, 0.046, -0.170, 0.094, 0.000, 0.001, 0.000, -0.001, -0.001, -0.003, -0.001, -0.001, 0.030, 0.023, -0.046, 0.002, 0.040, 0.015, 0.066, -0.016, 0.023, -0.006, 0.075, 0.031, 0.011, -0.003, 0.007, -0.004, -0.005, 0.000, 0.000, -0.024, -0.007, 0.000, 0.001, 0.000, 0.001, 0.000, 0.002, -0.001, 0.000, 0.000, 0.000, 0.001], "e_homo_ev": [-10.9, -11.8], "homo_lumo_gap_ev": [7.69, 7.19], "s_squared": 3.78, "molar_mass_g_mol": 731.2, "e_tot_ev": -108431.7788, "de_lowest_kcal_mol": 26.44, "multiplicity": 4, "lumo_ev": [-3.22, -4.64], "charge": 1}